Formula: C20H9Cl2IIrN4O5S3
Source: the Open Molecules 2025 dataset
Level of theory: ωB97M-V/def2-TZVPD

ORCA input file:
```
! wB97M-V def2-TZVPD RIJCOSX def2/J DEFGRID3
* xyz -1 1
Ir -0.4635 1.0477 -1.0892
Cl 3.4896 -0.3628 4.6528
C 2.1950 -0.2797 3.4938
C 1.1009 -1.0935 3.6468
C 0.0608 -1.0386 2.7249
I -1.6296 -2.2533 2.9606
C 0.0593 -0.1858 1.6160
O -0.8901 -0.1631 0.7583
C 1.1999 0.6763 1.4959
N 1.1858 1.5413 0.4576
C 2.1737 2.3866 0.2977
C 3.2877 2.4039 1.1523
C 3.3356 1.5342 2.2055
C 2.2686 0.6368 2.4245
H 1.0430 -1.7722 4.4858
H 2.1122 3.0711 -0.5346
H 4.0885 3.1047 0.9674
H 4.1730 1.5275 2.8890
S -2.0603 2.6422 0.1684
C -3.2075 2.3344 -1.0575
S -2.5354 1.6181 -2.4698
C -4.5610 2.5994 -0.9475
C -5.1490 3.2059 0.1855
N -5.6618 3.7002 1.0916
C -5.4476 2.2007 -1.9778
N -6.1798 1.8505 -2.7965
O 2.7948 2.8316 -2.8051
Cl 1.7439 1.9406 -3.1683
O 1.7131 1.7476 -4.5700
O 0.4666 2.5030 -2.7219
O 1.9152 0.6684 -2.4952
S -2.7246 -3.0879 -1.1347
C -2.3794 -1.5006 -1.7088
N -1.1430 -1.1364 -1.6746
C -0.3354 -2.1505 -1.1741
C 1.0438 -2.0808 -0.9772
C 1.6798 -3.1491 -0.3805
C 0.9701 -4.2911 0.0003
C -0.3891 -4.3884 -0.2146
C -1.0348 -3.3103 -0.8069
H -3.1778 -0.8620 -2.0550
H 1.5792 -1.1964 -1.2906
H 2.7446 -3.0982 -0.1956
H 1.4925 -5.1124 0.4721
H -0.9474 -5.2595 0.0993
*
```

Results
DFT total energy	-105568.8103	eV
highest occupied orbital energy (spin up / spin down)	-5.554 / -5.591	eV

=====

Formula: C20H9Cl3N2O7PdS2
Source: the Open Molecules 2025 dataset
Level of theory: ωB97M-V/def2-TZVPD

ORCA input file:
```
! wB97M-V def2-TZVPD RIJCOSX def2/J DEFGRID3
* xyz -2 1
Pd 0.3700 0.2264 0.7854
Cl -3.6031 -1.7319 -5.1540
C -2.6256 -0.9661 -3.9176
C -1.7764 -1.7301 -3.1428
C -1.0081 -1.1185 -2.1686
Cl 0.1014 -2.1072 -1.2679
C -1.0616 0.2676 -1.8925
O -0.3821 0.8791 -0.9896
C -1.9403 0.9889 -2.7440
Cl -2.0520 2.7077 -2.5129
C -2.7065 0.4033 -3.7301
H -1.6991 -2.7978 -3.2905
H -3.3628 1.0112 -4.3364
O 6.9943 2.1280 1.0766
C 6.3592 2.0609 0.0092
O 6.6782 2.4129 -1.1443
C 4.8803 1.6139 0.1569
C 4.0007 1.7216 -0.9137
C 2.6851 1.3250 -0.7705
N 2.2377 0.8201 0.3793
C 3.0669 0.7042 1.4286
C 4.3871 1.0969 1.3518
C 2.4342 0.1275 2.6821
O 3.0899 0.0028 3.6990
O 1.1797 -0.1875 2.5567
H 4.3709 2.1140 -1.8505
H 1.9516 1.4004 -1.5620
H 5.0286 1.0068 2.2163
O -2.7559 -2.3070 0.3693
S -1.9625 -1.9799 1.5247
O -0.8560 -2.8364 1.8315
N -1.5081 -0.4007 1.4758
C -2.1290 0.3796 2.3732
S -1.9403 2.0107 2.5538
C -3.0535 -0.4227 3.2391
C -3.8494 0.0194 4.2832
C -4.6104 -0.9131 4.9730
C -4.5832 -2.2637 4.6265
C -3.7913 -2.7075 3.5767
C -3.0363 -1.7622 2.9103
H -3.8506 1.0712 4.5368
H -5.2336 -0.5906 5.7982
H -5.1830 -2.9719 5.1849
H -3.7561 -3.7509 3.2922
*
```

Results
DFT total energy	-100921.0017	eV
highest occupied orbital energy	-3.286	eV

=====

Formula: C20H9Cl4F6N3O6S2Ti
Source: the Open Molecules 2025 dataset
Level of theory: ωB97M-V/def2-TZVPD

ORCA input file:
```
! wB97M-V def2-TZVPD RIJCOSX def2/J DEFGRID3
* xyz -2 1
Ti -0.2172 -0.3724 -0.2538
F -1.9852 -1.2793 2.8537
C -1.8119 -0.1260 3.4733
F -1.5359 -0.3683 4.7709
F -2.9828 0.5353 3.4400
S -0.4312 0.9754 2.7751
O -0.7196 0.6441 1.2717
O -0.9728 2.3140 3.0496
N 0.8723 -1.7311 2.8152
S 1.7146 -1.9870 1.6767
O 3.1738 -2.0573 1.6228
O 1.3522 -1.0928 0.3602
C 1.2986 -3.6026 0.8358
F -0.0135 -3.6780 0.5420
F 1.5750 -4.6343 1.6625
F 1.9728 -3.8284 -0.3041
Cl -3.0049 -4.8610 -4.5686
C -2.7474 -3.7448 -3.2657
C -3.7902 -3.4204 -2.4113
Cl -5.3575 -4.1279 -2.6351
C -3.5832 -2.5113 -1.3627
Cl -4.8570 -2.0699 -0.2825
C -2.3357 -1.9422 -1.1859
O -2.0122 -1.0683 -0.2541
C -1.2629 -2.2797 -2.0489
O -0.1412 -1.6783 -1.7590
C -1.4804 -3.1728 -3.0882
Cl -0.1599 -3.5495 -4.1390
C 3.9675 2.5829 3.3465
C 3.0070 3.5254 2.9927
C 2.1924 3.3109 1.8948
C 2.3532 2.1452 1.1493
C 3.2949 1.1915 1.5050
C 4.1069 1.4182 2.6067
N 1.5178 1.8369 0.0367
N 1.0688 2.8183 -0.5641
C 0.1542 2.4654 -1.6008
C -0.1334 3.4946 -2.4907
C -0.9947 3.2666 -3.5508
C -1.5653 2.0100 -3.6954
C -1.2749 1.0004 -2.7833
C -0.4119 1.1901 -1.7024
H 4.5848 2.7450 4.2226
H 2.8712 4.4163 3.5943
H 1.4075 4.0043 1.6292
H 3.3660 0.2668 0.9515
H 4.8160 0.6554 2.9004
H 0.3294 4.4617 -2.3343
H -1.2218 4.0602 -4.2530
H -2.2457 1.8143 -4.5166
H -1.7467 0.0348 -2.9286
*
```

Results
DFT total energy	-148825.3912	eV
highest occupied orbital energy	-2.742	eV

=====

Formula: C21H10Cl2CoN5OSe
Source: the Open Molecules 2025 dataset
Level of theory: ωB97M-V/def2-TZVPD

ORCA input file:
```
! wB97M-V def2-TZVPD RIJCOSX def2/J DEFGRID3
* xyz 1 2
Co 0.0831 -0.5181 0.9087
Se -6.6867 1.3663 3.5768
N -5.9869 -0.1700 3.0264
C -4.7678 0.0845 2.6324
C -3.8657 -0.9356 2.1076
C -4.2209 -2.2716 1.9244
C -3.2992 -3.1347 1.3733
C -2.0322 -2.6614 1.0507
N -1.6640 -1.4008 1.2602
C -2.5820 -0.5421 1.7491
C -2.1675 0.8477 1.8196
N -0.9267 1.0960 1.3661
C -0.4759 2.3448 1.3494
C -1.2591 3.4046 1.8034
C -2.5295 3.1600 2.2748
C -3.0097 1.8478 2.2828
C -4.3443 1.4585 2.7244
N -5.2258 2.3002 3.1932
H -5.2157 -2.6002 2.1941
H -3.5427 -4.1706 1.1873
H -1.2886 -3.3126 0.6114
H 0.5285 2.4718 0.9667
H -0.8586 4.4074 1.7763
H -3.1648 3.9606 2.6298
Cl 4.0380 1.9564 -0.3992
C 3.9197 0.3409 0.1866
C 5.0921 -0.4247 0.3492
C 5.0412 -1.7040 0.8245
Cl 6.4994 -2.6114 1.0240
C 3.7973 -2.2921 1.1674
C 3.6188 -3.5868 1.6930
C 2.3585 -4.0251 2.0107
C 1.2623 -3.1834 1.7913
N 1.3872 -1.9713 1.2862
C 2.6429 -1.5111 0.9821
C 2.6820 -0.1772 0.4894
O 1.5352 0.4657 0.3595
H 6.0435 0.0209 0.0946
H 4.4818 -4.2189 1.8526
H 2.1959 -5.0076 2.4285
H 0.2647 -3.5092 2.0522
*
```

Results
DFT total energy	-159452.0864	eV
highest occupied orbital energy (spin up / spin down)	-10.521 / -10.511	eV

=====

Formula: C21H10Cl4NO3
Source: the Open Molecules 2025 dataset
Level of theory: ωB97M-V/def2-TZVPD

ORCA input file:
```
! wB97M-V def2-TZVPD RIJCOSX def2/J DEFGRID3
* xyz -1 1
Cl -3.1626 -4.5723 2.1637
C -3.1605 -3.2364 1.0976
C -2.0058 -2.8743 0.4262
Cl -0.7260 -3.9541 0.1884
C -1.8852 -1.5847 -0.2650
O -1.1668 -1.4120 -1.2554
C -2.9962 -0.5986 0.1220
O -2.8307 0.6056 0.2742
C -4.3092 -1.2521 0.2718
Cl -5.6551 -0.2823 -0.0865
C -4.3852 -2.4922 0.8752
Cl -5.9017 -3.1225 1.3684
C -0.2119 3.6710 -0.4260
C 0.0868 2.6473 -1.3361
C 0.1060 1.3372 -0.8885
C -0.1595 1.0419 0.4635
C 0.0239 -0.3099 0.9246
C 1.3209 -0.9682 0.6982
O 1.5705 -2.0142 1.2949
C 2.3634 -0.3617 -0.2365
C 3.1214 0.7324 0.1793
C 4.1981 1.1723 -0.5977
C 4.5098 0.5287 -1.8006
C 3.7119 -0.5341 -2.2387
C 2.6580 -0.9969 -1.4432
C -0.6261 -0.7640 2.0860
N -1.1677 -1.1138 3.0651
C -0.5423 2.0669 1.3533
C -0.5492 3.3800 0.9053
H -0.1863 4.7074 -0.7681
H 0.3086 2.8359 -2.3925
H 0.2917 0.4928 -1.5570
H 2.8550 1.2294 1.1154
H 4.7905 2.0153 -0.2413
H 5.3685 0.8655 -2.3889
H 3.9131 -1.0104 -3.2000
H 2.0448 -1.8494 -1.7445
H -0.8020 1.8005 2.3829
H -0.8128 4.1743 1.6103
*
```

Results
DFT total energy	-79660.7896	eV
highest occupied orbital energy	-3.690	eV

=====

What did the first record say?
Formula: C20H9Cl2IIrN4O5S3
Source: the Open Molecules 2025 dataset
Level of theory: ωB97M-V/def2-TZVPD

ORCA input file:
```
! wB97M-V def2-TZVPD RIJCOSX def2/J DEFGRID3
* xyz -1 1
Ir -0.4635 1.0477 -1.0892
Cl 3.4896 -0.3628 4.6528
C 2.1950 -0.2797 3.4938
C 1.1009 -1.0935 3.6468
C 0.0608 -1.0386 2.7249
I -1.6296 -2.2533 2.9606
C 0.0593 -0.1858 1.6160
O -0.8901 -0.1631 0.7583
C 1.1999 0.6763 1.4959
N 1.1858 1.5413 0.4576
C 2.1737 2.3866 0.2977
C 3.2877 2.4039 1.1523
C 3.3356 1.5342 2.2055
C 2.2686 0.6368 2.4245
H 1.0430 -1.7722 4.4858
H 2.1122 3.0711 -0.5346
H 4.0885 3.1047 0.9674
H 4.1730 1.5275 2.8890
S -2.0603 2.6422 0.1684
C -3.2075 2.3344 -1.0575
S -2.5354 1.6181 -2.4698
C -4.5610 2.5994 -0.9475
C -5.1490 3.2059 0.1855
N -5.6618 3.7002 1.0916
C -5.4476 2.2007 -1.9778
N -6.1798 1.8505 -2.7965
O 2.7948 2.8316 -2.8051
Cl 1.7439 1.9406 -3.1683
O 1.7131 1.7476 -4.5700
O 0.4666 2.5030 -2.7219
O 1.9152 0.6684 -2.4952
S -2.7246 -3.0879 -1.1347
C -2.3794 -1.5006 -1.7088
N -1.1430 -1.1364 -1.6746
C -0.3354 -2.1505 -1.1741
C 1.0438 -2.0808 -0.9772
C 1.6798 -3.1491 -0.3805
C 0.9701 -4.2911 0.0003
C -0.3891 -4.3884 -0.2146
C -1.0348 -3.3103 -0.8069
H -3.1778 -0.8620 -2.0550
H 1.5792 -1.1964 -1.2906
H 2.7446 -3.0982 -0.1956
H 1.4925 -5.1124 0.4721
H -0.9474 -5.2595 0.0993
*
```

Results
DFT total energy	-105568.8103	eV
highest occupied orbital energy (spin up / spin down)	-5.554 / -5.591	eV